# 1
Entry from the OMol25 dataset: one molecule with the formula C5H5NO at a distorted geometry (ωB97M-V/def2-TZVPD).

XYZ file:
```
12
Properties=species:S:1:pos:R:3:lowdin_charge:R:1
O -2.0261 -0.7837 1.7325 0.0668
C -1.0911 -0.7671 0.9700 -0.2271
C -0.5332 0.4945 0.4021 -0.1869
C 0.9605 0.6811 0.4149 -0.0515
C 0.2612 0.4602 -0.8930 -0.2279
C 0.4662 -0.7963 -1.5817 -0.1978
N 0.6492 -1.8015 -2.1254 0.1584
H -0.5802 -1.7030 0.6563 0.1337
H -1.1555 1.3690 0.5654 0.1493
H 1.5682 -0.1371 0.7920 0.1227
H 1.3462 1.6736 0.6234 0.1147
H 0.1347 1.3102 -1.5565 0.1456
```

Summary:
charge: 0
energy relative to the best compared isomer or geometry (same formula, charge and spin): 30.7 kcal per mole
max |F|: 1.13 eV/A
lowest unoccupied orbital energy: 0.67 eV

---

# 2
Entry from the OMol25 dataset: C12HBr10N as an isolated structure at a distorted geometry (ωB97M-V/def2-TZVPD).

XYZ file:
```
24
Properties=species:S:1:pos:R:3:lowdin_charge:R:1
Br 3.9257 -4.0644 0.9785 0.7240
Br -2.7213 4.8630 1.3541 0.7185
Br 4.1079 -0.7980 1.8359 0.6945
Br 1.2011 -5.2524 -0.5192 0.6890
Br -2.2139 4.5181 -1.9601 0.7222
Br -1.9552 2.3213 3.3272 0.7222
Br 1.9746 1.2662 0.5366 0.7933
Br -1.1051 -3.2671 -1.5954 0.7346
Br -1.0403 1.6506 -3.2081 0.7837
Br -1.3590 -0.7195 1.9472 0.7984
C 2.5730 -2.8513 0.4146 -0.7269
C -2.0226 3.2558 0.5917 -0.7331
C 2.6495 -1.4978 0.7671 -0.6844
C 1.4448 -3.3466 -0.2566 -0.6985
C -1.8095 3.0688 -0.7791 -0.7108
C -1.7424 2.1796 1.4363 -0.7119
C 1.6355 -0.6197 0.2570 -0.5761
C 0.4408 -2.5160 -0.6912 -0.6078
C -1.2713 1.9157 -1.2954 -0.5928
C -1.3529 0.9114 0.8886 -0.5951
C 0.5479 -1.1112 -0.4715 -0.3932
C -0.9945 0.8301 -0.4634 -0.3947
N -0.4384 -0.3177 -1.0441 -0.0053
H -0.4744 -0.4190 -2.0510 0.0500
```

Summary:
charge: 0
energy relative to the best compared isomer or geometry (same formula, charge and spin): 0.0 kcal per mole
max |F|: 1.57 eV/A
lowest unoccupied orbital energy: -0.59 eV

---

# 3
Entry from the OMol25 dataset: a 2-piece molecular cluster, C2HBr2N3 overall at a distorted geometry (ωB97M-V/def2-TZVPD).

XYZ file:
```
8
Properties=species:S:1:pos:R:3:lowdin_charge:R:1
C 0.3167 -1.4607 2.0473 -0.3116
C 0.7461 1.0880 0.6518 -0.5569
N 1.0880 -1.5461 2.8957 0.1356
N -0.4823 -0.9278 1.0674 -0.0034
N -0.0743 0.2641 0.8941 -0.1118
Br -3.0777 0.6476 -0.5601 0.3715
Br 1.2908 2.7921 0.7784 0.8539
H -2.1979 0.1864 0.4028 -0.3774
```

Summary:
charge: 0
energy relative to the best compared isomer or geometry (same formula, charge and spin): 84.2 kcal per mole
max |F|: 2.77 eV/A
lowest unoccupied orbital energy (spin up / spin down): -1.29 / -1.29 eV

---

# 4
Entry from the OMol25 dataset: a 9-piece molecular cluster, C25H66N16O9 overall at a distorted geometry (ωB97M-V/def2-TZVPD).

XYZ file:
```
116
Properties=species:S:1:pos:R:3:lowdin_charge:R:1
C 4.5339 1.4158 -1.1850 -0.6621
O 4.3458 2.6381 -1.1829 -0.0089
N 3.7629 0.5118 -0.5059 0.1711
N 5.5519 0.9073 -1.9486 0.1499
H 3.1858 0.7819 0.2695 0.0526
H 3.9325 -0.4939 -0.5035 0.0629
H 6.1969 1.5820 -2.2668 0.0873
H 5.7950 -0.0634 -1.8155 0.0930
C 0.3334 -5.0493 0.0648 -0.6209
O -0.8054 -5.2458 0.4917 0.0001
N 0.7211 -4.1026 -0.8405 0.1646
N 1.4270 -5.8621 0.3219 0.1517
H 1.4688 -4.3831 -1.4781 0.1093
H 0.0426 -3.4918 -1.2778 0.0898
H 2.3474 -5.6051 0.0269 0.0817
H 1.3995 -6.5182 1.0981 0.1112
C 3.9953 -2.9434 0.9451 -0.6536
O 4.0180 -2.6210 -0.2227 0.0157
N 3.0568 -2.6866 1.9035 0.1745
N 4.9569 -3.8781 1.3560 0.1198
H 2.6064 -1.7843 1.9665 0.0652
H 3.4988 -2.8024 2.7835 0.0842
H 5.4494 -4.2362 0.5398 0.0966
H 5.4236 -4.0509 2.2453 0.0986
C -4.1528 -4.7844 -0.4912 -0.5620
O -5.3520 -4.5484 -0.5563 0.0128
N -3.1957 -3.9087 -0.0369 0.1487
N -3.4308 -6.0697 -0.8874 0.0973
H -2.2481 -4.0950 0.1544 0.0186
H -3.4015 -3.0094 0.3391 0.0678
H -3.8886 -6.9862 -0.9657 0.0790
H -2.5054 -6.0785 -0.4498 0.0304
C -3.4212 -1.6633 3.2179 -0.6137
O -3.0304 -1.1152 2.1618 -0.0297
N -2.8994 -1.2725 4.4610 0.1461
N -4.3652 -2.6208 3.2928 0.1782
H -3.3675 -1.4592 5.3592 0.1091
H -2.3400 -0.4544 4.4210 0.0798
H -4.6573 -2.8251 4.2314 0.0999
H -4.8611 -3.0001 2.5155 0.1061
C 1.0269 4.0736 -1.0240 -0.5790
O 0.9130 5.0560 -0.2917 0.0236
N 0.6855 4.1019 -2.4102 0.1084
N 1.3981 2.7607 -0.5874 0.1371
H 1.2425 3.4956 -3.0384 0.0882
H 0.9412 5.0545 -2.7528 0.1084
H 1.8399 2.6101 0.3322 0.0915
H 1.8590 2.2960 -1.3780 0.0568
C 0.3784 -0.4612 1.0749 -0.6539
O 1.6069 -0.1665 1.1163 -0.0479
N -0.5149 0.4606 0.7852 0.1893
N -0.1793 -1.6652 1.2258 0.1896
H -1.4594 0.2774 0.4653 0.1141
H -0.1892 1.4075 0.6290 0.0698
H -1.1153 -1.7238 1.5936 0.0647
H 0.4082 -2.4845 1.1859 0.0763
C -4.0482 4.2094 4.2663 -0.0517
C -2.7364 4.2015 3.4599 -0.4751
C -2.6251 5.5188 2.7304 -0.1772
C -1.3344 5.7279 2.0623 -0.1896
C -0.2324 5.6804 3.1320 -0.1301
C -0.2485 4.3800 3.9625 -0.5092
N -1.5850 4.1636 4.3968 -0.0657
O -1.6869 2.9286 5.1733 -0.0350
C 0.4275 3.2052 3.0919 -0.0050
C 0.6798 4.5703 5.1860 -0.0489
C -2.8558 2.9775 2.4660 -0.0180
H -4.1294 5.0166 5.0286 0.0914
H -4.1185 3.3629 4.9563 0.0723
H -4.9027 4.2780 3.5884 0.0819
H -3.5555 5.7788 2.1841 0.1375
H -2.6500 6.3448 3.4352 0.1185
H -1.2548 6.7238 1.6732 0.1164
H -1.0787 4.9347 1.3656 0.0889
H -0.3812 6.5832 3.7257 0.1181
H 0.7595 5.7479 2.6545 0.1201
H -0.2183 2.8398 2.2991 0.0342
H 1.3051 3.6950 2.6605 0.0774
H 0.6500 2.3643 3.7630 0.0779
H 1.6949 4.9658 5.0059 0.0900
H 0.1853 5.2875 5.8523 0.0837
H 0.8611 3.6369 5.7759 0.0815
H -3.8962 2.7905 2.1823 0.0781
H -2.4471 2.0467 2.8609 0.0630
H -2.3779 3.1541 1.4936 0.0683
H -1.3559 3.0980 6.0533 0.0814
C 2.0677 -0.3512 -5.4255 -0.0043
C 1.7035 -1.2113 -4.1672 -0.4535
C 1.1503 -0.3816 -2.9984 -0.1628
C -0.2469 0.1250 -3.2057 -0.1819
C -1.0937 -1.1052 -3.5561 -0.1372
C -0.6160 -1.9928 -4.6988 -0.5249
N 0.7703 -2.3722 -4.3816 -0.0998
O 1.2616 -3.1669 -5.4113 -0.0265
C -1.4647 -3.2684 -4.5976 -0.0478
C -0.9068 -1.3486 -6.0407 -0.0223
C 3.0039 -1.8430 -3.5837 -0.0513
H 1.5169 0.5690 -5.3848 0.0575
H 1.8338 -0.8096 -6.3979 0.0825
H 3.1197 -0.0773 -5.3338 0.0771
H 1.1548 -1.0665 -2.1287 0.1141
H 1.8643 0.3938 -2.7160 0.1048
H -0.3784 0.9422 -3.9311 0.1098
H -0.5864 0.5463 -2.2522 0.0984
H -2.1407 -0.9165 -3.8626 0.1292
H -1.1189 -1.5904 -2.5533 0.1193
H -1.3709 -3.9287 -3.7196 0.0851
H -2.5176 -3.0772 -4.7802 0.0810
H -1.3579 -3.9781 -5.4159 0.0765
H -0.6548 -0.3205 -6.0612 0.0619
H -0.5169 -1.8674 -6.9001 0.0882
H -1.9908 -1.2807 -6.1040 0.0884
H 3.9342 -1.1945 -3.4272 0.0919
H 3.4614 -2.4989 -4.2891 0.0569
H 2.8239 -2.3285 -2.5910 0.0661
H 1.4817 -4.0334 -5.0485 0.1092
```

Summary:
charge: 0
energy relative to the best compared isomer or geometry (same formula, charge and spin): 0.0 kcal per mole
max |F|: 2.99 eV/A
lowest unoccupied orbital energy: 0.18 eV